Formula: C4H9NO
Source: the Open Molecules 2025 dataset
Level of theory: wB97M-V/def2-TZVPD

The HOMO energy is -7.83 eV. The spin multiplicity is 1. As for the molecular weight: 87.12 g mol⁻¹. As for the LUMO energy: 0.02066 Eh. For the energy, the calculation gives -7826.590 eV. The total charge is 0. The relative energy (zero: lowest compared OMol25 entry of this formula, charge and spin) comes out at 132.1 kcal/mol. As for the frontier orbital gap: 8.39 eV.

Geometry (Å):
1 C -0.825 0.498 0.426
2 C -1.844 0.200 -0.669
3 C 1.108 0.488 -0.327
4 N 0.804 -1.650 0.562
5 C 1.581 -0.795 -0.059
6 O 1.729 1.648 -0.093
7 H 2.255 1.631 0.725
8 H 0.950 -2.630 0.333
9 H -0.164 -0.563 0.581
10 H 2.534 -1.056 -0.520
11 H -0.578 1.556 0.459
12 H -1.241 0.305 1.433
13 H -2.146 -0.849 -0.652
14 H -1.417 0.409 -1.650
15 H -2.745 0.808 -0.550


Formula: C4H9NO
Source: the Open Molecules 2025 dataset
Level of theory: wB97M-V/def2-TZVPD

The HOMO energy (spin up / spin down) is -7.87 / -7.87 eV. The spin multiplicity is 1. As for the molecular weight: 87.12 g mol⁻¹. As for the LUMO energy (spin up / spin down): 0.03253 / 0.03252 Eh. For the energy, the calculation gives -7825.685 eV. The total charge is 0. The relative energy (zero: lowest compared OMol25 entry of this formula, charge and spin) comes out at 153.0 kcal/mol. As for the frontier orbital gap (spin up / spin down): 8.75 / 8.75 eV.

Geometry (Å):
1 C 1.164 0.289 -1.272
2 C -0.143 1.004 -1.381
3 C -0.019 -0.100 -0.485
4 C -0.927 -1.205 -0.199
5 N 0.151 0.029 2.314
6 O 0.396 0.841 1.299
7 H 1.363 -0.549 -1.986
8 H 1.948 0.755 -0.804
9 H -0.090 1.971 -0.792
10 H -0.691 1.167 -2.364
11 H -1.016 -1.283 0.912
12 H -0.621 -2.331 -0.432
13 H -2.037 -0.867 -0.579
14 H 0.935 -0.420 2.765
15 H -0.413 0.697 3.006


Formula: C4H9NO
Source: the Open Molecules 2025 dataset
Level of theory: wB97M-V/def2-TZVPD

The HOMO energy is -7.27 eV. The spin multiplicity is 1. As for the molecular weight: 87.12 g mol⁻¹. As for the LUMO energy: 0.03904 Eh. For the energy, the calculation gives -7827.665 eV. The total charge is 0. The relative energy (zero: lowest compared OMol25 entry of this formula, charge and spin) comes out at 107.3 kcal/mol. As for the frontier orbital gap: 8.33 eV.

Geometry (Å):
1 C 0.410 -1.844 -0.486
2 N -0.086 -0.636 -0.379
3 C 0.375 0.609 -1.030
4 C -0.727 1.360 -0.224
5 O -0.288 2.375 0.649
6 C -1.019 0.009 0.345
7 H 1.257 -1.999 -1.139
8 H 1.068 -1.165 1.774
9 H -0.065 -2.658 0.046
10 H 0.259 0.564 -2.116
11 H 1.402 0.863 -0.753
12 H -1.488 1.831 -0.854
13 H 0.191 1.933 1.365
14 H 0.608 -0.616 2.011
15 H -1.798 -0.449 0.940


Formula: C4H9NO
Source: the Open Molecules 2025 dataset
Level of theory: wB97M-V/def2-TZVPD

The HOMO energy is -8.27 eV. The spin multiplicity is 1. As for the molecular weight: 87.12 g mol⁻¹. As for the LUMO energy: 0.03199 Eh. For the energy, the calculation gives -7829.912 eV. The total charge is 0. The relative energy (zero: lowest compared OMol25 entry of this formula, charge and spin) comes out at 55.5 kcal/mol. As for the frontier orbital gap: 9.14 eV. Its structure (SMILES) is C=CC(=C)N.O.

Geometry (Å):
1 N 1.075 -0.460 -1.540
2 C 1.154 -1.532 -0.650
3 C 2.134 -2.437 -0.609
4 C 0.131 -2.127 1.513
5 C -0.013 -1.603 0.298
6 H 1.960 -0.257 -1.961
7 H 0.666 0.395 -1.204
8 H 2.072 -3.202 0.151
9 H 3.045 -2.448 -1.194
10 H -0.710 -2.274 2.167
11 H 1.134 -2.170 1.913
12 H -0.818 -1.017 -0.118
13 H -3.028 5.478 1.283
14 H -4.252 5.690 0.477
15 O -3.479 6.177 0.788


Formula: C4H9NO
Source: the Open Molecules 2025 dataset
Level of theory: wB97M-V/def2-TZVPD

The HOMO energy is -9.09 eV. The spin multiplicity is 1. As for the molecular weight: 87.12 g mol⁻¹. As for the LUMO energy: 0.00764 Eh. For the energy, the calculation gives -7827.660 eV. The total charge is 0. The relative energy (zero: lowest compared OMol25 entry of this formula, charge and spin) comes out at 107.5 kcal/mol. As for the frontier orbital gap: 9.29 eV.

Geometry (Å):
1 C -2.099 0.493 0.082
2 C -1.188 -0.497 -0.628
3 N 0.179 -0.028 -0.695
4 C 1.105 -0.347 0.251
5 O 1.073 -1.348 0.987
6 C 2.493 0.086 0.188
7 H -3.128 0.126 0.113
8 H -2.092 1.461 -0.433
9 H -1.750 0.650 1.108
10 H -1.174 -1.464 -0.118
11 H -1.535 -0.682 -1.651
12 H 0.383 0.744 -1.308
13 H 3.005 1.023 0.180
14 H 3.090 -0.805 -0.121
15 H 1.586 0.579 1.257


Formula: C4H9NO
Source: the Open Molecules 2025 dataset
Level of theory: wB97M-V/def2-TZVPD

The HOMO energy is -9.78 eV. The spin multiplicity is 1. As for the molecular weight: 87.12 g mol⁻¹. As for the LUMO energy: 0.03249 Eh. For the energy, the calculation gives -7831.934 eV. The total charge is 0. The relative energy (zero: lowest compared OMol25 entry of this formula, charge and spin) comes out at 8.9 kcal/mol. As for the frontier orbital gap: 10.66 eV. Its structure (SMILES) is CC(C)NC=O.

Geometry (Å):
1 C 0.409 -0.847 1.346
2 C 0.348 -0.006 0.074
3 C 1.024 -0.614 -1.151
4 N -1.037 0.342 -0.237
5 C -1.453 1.632 -0.167
6 O -0.737 2.568 0.139
7 H 1.443 -1.031 1.657
8 H -0.090 -1.815 1.219
9 H -0.092 -0.302 2.152
10 H 0.828 0.954 0.282
11 H 0.923 0.080 -1.992
12 H 0.568 -1.571 -1.436
13 H 2.093 -0.781 -0.980
14 H -1.707 -0.374 -0.487
15 H -2.521 1.765 -0.420


Formula: C4H9NO
Source: the Open Molecules 2025 dataset
Level of theory: wB97M-V/def2-TZVPD

The HOMO energy is -8.37 eV. The spin multiplicity is 1. As for the molecular weight: 87.12 g mol⁻¹. As for the LUMO energy: 0.03530 Eh. For the energy, the calculation gives -7830.202 eV. The total charge is 0. The relative energy (zero: lowest compared OMol25 entry of this formula, charge and spin) comes out at 48.8 kcal/mol. As for the frontier orbital gap: 9.33 eV. Its structure (SMILES) is CN(C)/C=C/O.

Geometry (Å):
1 C -0.138 0.643 1.467
2 N 0.582 0.221 0.272
3 C 1.145 1.365 -0.424
4 C -0.267 -0.542 -0.573
5 C -0.355 -1.869 -0.505
6 O -1.302 -2.608 -1.143
7 H -0.984 1.318 1.235
8 H 0.544 1.166 2.147
9 H -0.536 -0.236 1.980
10 H 1.819 1.910 0.245
11 H 1.716 1.029 -1.293
12 H 0.365 2.071 -0.771
13 H -0.939 0.008 -1.247
14 H -1.966 -1.993 -1.479
15 H 0.317 -2.482 0.089


Formula: C4H9NO
Source: the Open Molecules 2025 dataset
Level of theory: wB97M-V/def2-TZVPD

The HOMO energy is -8.85 eV. The spin multiplicity is 1. As for the molecular weight: 87.12 g mol⁻¹. As for the LUMO energy: 0.03724 Eh. For the energy, the calculation gives -7829.835 eV. The total charge is 0. The relative energy (zero: lowest compared OMol25 entry of this formula, charge and spin) comes out at 57.3 kcal/mol. As for the frontier orbital gap: 9.87 eV. Its structure (SMILES) is CO/C=C/CN.

Geometry (Å):
1 C -2.843 0.350 -0.114
2 C -0.599 -0.252 0.145
3 C 0.547 -0.832 -0.291
4 C 1.848 -0.430 0.347
5 H -2.877 0.805 0.923
6 H -2.603 1.212 -0.792
7 H -3.802 -0.168 -0.342
8 H -0.651 0.473 0.960
9 H 0.491 -1.541 -1.088
10 H 2.335 -1.333 0.753
11 H 1.549 0.136 1.205
12 H 3.494 0.879 0.062
13 H 2.192 1.067 -0.909
14 N 2.772 0.316 -0.534
15 O -1.852 -0.682 -0.325


Formula: C4H9NO
Source: the Open Molecules 2025 dataset
Level of theory: wB97M-V/def2-TZVPD

The HOMO energy is -8.74 eV. The spin multiplicity is 1. As for the molecular weight: 87.12 g mol⁻¹. As for the LUMO energy: 0.03928 Eh. For the energy, the calculation gives -7830.657 eV. The total charge is 0. The relative energy (zero: lowest compared OMol25 entry of this formula, charge and spin) comes out at 38.4 kcal/mol. As for the frontier orbital gap: 9.81 eV. Its structure (SMILES) is C=CO[C@H](C)N.

Geometry (Å):
1 C -1.258 -2.189 -0.861
2 C -0.489 -1.278 -0.289
3 O -0.962 -0.069 0.103
4 H 0.556 -1.486 -0.074
5 H -0.863 -3.149 -1.133
6 H -2.290 -1.990 -1.079
7 H 0.665 -0.213 2.148
8 C 0.546 1.730 -0.542
9 C -0.038 0.913 0.607
10 N 1.014 0.422 1.442
11 H 1.744 -0.032 0.906
12 H -0.683 1.565 1.228
13 H 1.161 2.528 -0.140
14 H 1.157 1.098 -1.181
15 H -0.260 2.151 -1.135


Formula: C4H9NO
Source: the Open Molecules 2025 dataset
Level of theory: wB97M-V/def2-TZVPD

The HOMO energy is -8.02 eV. The spin multiplicity is 1. As for the molecular weight: 87.12 g mol⁻¹. As for the LUMO energy: 0.03029 Eh. For the energy, the calculation gives -7829.103 eV. The total charge is 0. The relative energy (zero: lowest compared OMol25 entry of this formula, charge and spin) comes out at 74.2 kcal/mol. As for the frontier orbital gap: 8.84 eV.

Geometry (Å):
1 C -0.643 -0.212 1.876
2 C -0.203 -1.433 1.092
3 N 0.418 -1.169 -0.046
4 C 0.987 0.103 -0.513
5 C 0.101 0.843 -1.519
6 O -1.263 0.874 -1.170
7 H -0.667 0.779 1.396
8 H -1.662 -0.454 2.191
9 H -0.075 -0.143 2.812
10 H 1.183 0.699 0.375
11 H 0.683 -1.979 -0.596
12 H 1.949 -0.120 -0.987
13 H 0.254 0.396 -2.512
14 H 0.427 1.885 -1.556
15 H -1.521 -0.021 -0.911


Formula: C4H9NO
Source: the Open Molecules 2025 dataset
Level of theory: wB97M-V/def2-TZVPD

The HOMO energy is -8.51 eV. The spin multiplicity is 1. As for the molecular weight: 87.12 g mol⁻¹. As for the LUMO energy: 0.01656 Eh. For the energy, the calculation gives -7827.254 eV. The total charge is 0. The relative energy (zero: lowest compared OMol25 entry of this formula, charge and spin) comes out at 116.8 kcal/mol. As for the frontier orbital gap: 8.96 eV.

Geometry (Å):
1 C 1.637 -1.107 1.511
2 C 0.054 1.226 1.402
3 O -0.964 0.415 1.151
4 C -1.132 0.104 -0.206
5 N -0.674 0.870 -1.072
6 C -0.895 0.608 -2.464
7 H 0.759 -1.463 2.059
8 H 1.875 -1.807 0.708
9 H 2.481 -1.006 2.195
10 H -0.039 1.381 2.498
11 H 1.437 -0.127 1.057
12 H -1.719 -0.813 -0.335
13 H 0.075 0.502 -2.959
14 H -1.381 1.496 -2.878
15 H -1.512 -0.280 -2.667


Formula: C4H9NO
Source: the Open Molecules 2025 dataset
Level of theory: wB97M-V/def2-TZVPD

The HOMO energy is -8.42 eV. The spin multiplicity is 1. As for the molecular weight: 87.12 g mol⁻¹. As for the LUMO energy: 0.03527 Eh. For the energy, the calculation gives -7827.710 eV. The total charge is 0. The relative energy (zero: lowest compared OMol25 entry of this formula, charge and spin) comes out at 106.3 kcal/mol. As for the frontier orbital gap: 9.38 eV. Its structure (SMILES) is C[C@H]1N[C@H]1CO.

Geometry (Å):
1 C -1.528 0.605 0.320
2 C -0.777 -0.106 -0.761
3 N 0.470 0.323 -1.272
4 C 0.729 -0.889 -0.513
5 C 1.408 -0.557 0.813
6 O 1.355 0.801 1.206
7 H -2.358 -0.008 0.691
8 H -0.863 0.858 1.145
9 H -1.946 1.520 -0.108
10 H -1.411 -0.558 -1.537
11 H 0.538 0.191 -2.272
12 H -0.304 -1.437 -0.427
13 H 2.464 -0.871 0.739
14 H 0.960 -1.168 1.602
15 H 1.263 1.296 0.375